Formula: C23H46NO13P3
Source: the Open Molecules 2025 dataset
Level of theory: ωB97M-V/def2-TZVPD

Structure (XYZ):
```
86
C23H46NO13P3 (ωB97M-V/def2-TZVPD)
C -1.55610 -5.29982 3.16374
C -1.69197 -5.35416 1.97597
C -1.64004 -5.38076 0.50915
C -0.33891 -4.68441 0.03153
C 0.83423 -5.63091 0.37337
C 2.16015 -5.00713 -0.08219
O 2.11087 -4.05773 -1.15971
C 2.89574 -3.02127 -0.70898
O 2.67416 -1.88658 -0.94896
O 3.86980 -3.56431 0.07415
C 3.11339 -4.42638 0.99263
C 4.17270 -5.38957 1.56217
O 4.26497 -5.38942 2.98023
C 3.31158 -6.11377 3.64566
C 2.76259 -7.43864 3.14598
O 2.92984 -5.69572 4.70467
P 2.45496 -3.14402 2.22291
N 3.54059 -2.02574 2.41568
H -1.30767 -5.33543 4.19919
H -2.52615 -4.90955 0.08152
H -1.59159 -6.40688 0.13569
H -0.21776 -3.70622 0.49140
H -0.40498 -4.63244 -1.05471
H 0.84104 -5.89762 1.43180
H 0.69452 -6.54102 -0.21400
H 2.74147 -5.81962 -0.54494
H 5.12451 -5.00933 1.19371
H 4.04938 -6.37934 1.11979
H 3.18227 -7.80657 2.21327
H 1.67654 -7.36654 3.14049
H 3.02125 -8.17139 3.91297
H 2.16305 -3.73538 3.46529
H 1.29055 -2.54990 1.69232
H 3.81903 -1.97450 3.38904
C -0.07604 4.19229 0.21777
C 0.90050 5.01873 1.03704
O 1.87041 4.20675 1.69796
P 3.06780 3.53852 0.81882
O 3.94866 4.66968 0.42877
O 3.93546 2.84805 2.02435
C 5.32872 3.10967 2.17342
C 5.57153 4.20232 3.19570
O 2.27307 2.13308 0.55950
C 2.73348 1.27793 -0.52002
C 4.10662 0.69402 -0.26274
H 0.42633 3.72340 -0.63226
H -0.88345 4.81706 -0.16769
H -0.50343 3.39172 0.82099
H 1.40147 5.76237 0.40941
H 0.36137 5.55496 1.81771
H 5.78130 3.35795 1.21318
H 5.79123 2.17949 2.51102
H 4.95570 5.07872 2.99627
H 6.62072 4.50352 3.19495
H 5.30989 3.84887 4.19441
H 2.72381 1.84496 -1.45533
H 2.00387 0.47715 -0.61213
H 4.87803 1.47054 -0.29992
H 4.34838 -0.05330 -1.01465
H 4.15362 0.23211 0.72346
C -8.66606 4.08938 -2.19142
C -7.72487 3.43880 -1.19215
O -6.66236 2.72785 -1.83047
P -5.45200 3.56780 -2.51750
O -4.68326 4.15192 -1.38949
O -4.47975 2.32750 -2.96738
C -3.10678 2.29227 -2.57745
C -2.91310 1.44182 -1.33896
O -6.13548 3.59017 -4.00937
C -5.64758 4.55908 -4.96690
C -4.21790 4.28744 -5.39586
H -8.16735 4.89722 -2.73224
H -9.53532 4.50884 -1.68350
H -9.00189 3.36423 -2.93211
H -7.31337 4.18406 -0.50495
H -8.27156 2.70771 -0.59745
H -2.72066 3.30104 -2.42885
H -2.55020 1.85960 -3.41202
H -3.60809 1.71710 -0.54629
H -1.89434 1.54345 -0.96000
H -3.09736 0.39104 -1.56926
H -5.73892 5.56294 -4.54487
H -6.31109 4.50217 -5.82836
H -3.51732 4.46955 -4.57713
H -3.93923 4.93917 -6.22438
H -4.09727 3.24936 -5.70245
```

Computed properties:
charge: 0
LUMO energy: 0.2279 eV
max |F|: 0.132 Eh/bohr
Kohn-Sham gap: 0.33111 Ha

=====

Formula: C46H100F5N5O35P3
Source: the Open Molecules 2025 dataset
Level of theory: ωB97M-V/def2-TZVPD

Structure (XYZ):
```
194
C46H100F5N5O35P3 (ωB97M-V/def2-TZVPD)
C -0.57667 -0.80140 -1.17557
N -0.99677 0.26977 -0.13140
C -1.23376 1.65437 -0.86808
C -2.37935 -0.12812 0.38732
C -0.01441 0.36610 1.11088
C 1.46890 0.24848 0.78504
O 1.84899 1.13247 -0.19646
H -0.60948 -1.78119 -0.69911
H 0.33805 -0.42027 -1.62958
H -1.35161 -0.83739 -1.94125
H -1.24581 2.38618 -0.06036
H -2.13883 1.59131 -1.47221
H -0.38921 1.83103 -1.53415
H -3.00190 -0.35958 -0.47695
H -2.65036 0.74029 0.98776
H -2.35523 -1.03648 0.98934
H -0.29000 -0.46584 1.75896
H -0.10803 1.31581 1.63757
H 1.58101 -0.74668 0.35472
H 2.18511 0.36877 1.59786
H 1.78759 2.01158 0.18433
C 0.93984 4.35272 1.51582
O 1.20525 3.37297 0.79034
O 1.56463 5.41498 1.42829
O -0.08232 4.48865 2.18787
C 1.11139 -5.39674 -1.23743
C -0.06651 -6.18195 -0.64264
C -1.40170 -5.70511 -1.19837
O -1.77175 -4.38695 -0.72861
C -2.72653 -3.75047 -1.43503
N 0.22535 -7.49777 -1.19478
H 1.40835 -5.51406 -2.27961
H 1.98190 -5.72463 -0.66928
H 0.95644 -4.32552 -1.10877
H 0.06981 -6.29001 0.43339
H -2.15955 -6.45347 -0.96660
H -1.20921 -5.63500 -2.26895
H -3.62907 -4.28504 -1.73128
H -2.36805 -3.41257 -2.40734
H -3.03008 -2.78944 -1.01985
H 1.20989 -7.69246 -1.08136
H -0.30400 -8.15956 -0.64530
C -4.58432 -3.82380 1.71273
C -3.32677 -4.04304 2.60878
C -2.96108 -5.48635 2.95705
O -2.03391 -5.55348 3.99397
C -1.64909 -6.90318 4.37651
N -2.25135 -3.37364 1.92158
H -4.79278 -2.80238 1.39438
H -5.45984 -4.22510 2.22315
H -4.45893 -4.36404 0.77437
H -3.53529 -3.48269 3.52017
H -2.39859 -5.92993 2.13551
H -3.86656 -6.07508 3.10403
H -0.75452 -6.80850 4.99204
H -1.43535 -7.62947 3.59235
H -2.45653 -7.35334 4.95402
H -1.41440 -3.30027 2.48215
H -1.98074 -3.81185 1.05275
C -5.32579 0.97523 -2.04574
C -5.92108 2.27097 -1.62456
C -5.19777 2.91233 -0.44961
O -5.07930 1.92266 0.54597
C -4.80844 2.44285 1.78864
N -5.99886 3.15157 -2.83971
H -5.40505 0.22010 -1.26369
H -4.26385 1.09666 -2.25937
H -5.88335 0.58160 -2.89562
H -6.93298 2.10052 -1.25697
H -5.66324 3.79579 -0.01264
H -4.17098 3.27300 -0.51087
H -5.51746 3.13632 2.24083
H -3.80443 2.85276 1.89843
H -4.82862 1.52739 2.37994
H -6.47653 2.62469 -3.55689
H -6.63211 3.87658 -2.53402
C -0.79185 2.72988 5.97840
C -1.23121 2.03734 4.67033
C -2.26714 0.87618 4.91177
O -2.56826 0.19878 3.69010
C -3.52931 -0.85549 3.78692
N -1.89245 2.91401 3.76074
H -0.40676 2.05280 6.74086
H -1.52653 3.34077 6.50297
H 0.06324 3.38718 5.82066
H -0.43065 1.68930 4.01758
H -3.15239 1.24400 5.43054
H -1.88051 0.12659 5.60223
H -3.07113 -1.59379 4.44501
H -3.74052 -1.37569 2.85263
H -4.48711 -0.51641 4.18156
H -2.35005 2.31884 3.08512
H -1.19910 3.44011 3.24832
C 3.27742 -2.47331 -1.39895
O 4.16888 -1.41635 -1.30951
P 5.09908 -0.98963 -2.54560
O 6.02017 0.14322 -2.23814
O 5.76795 -2.44078 -3.00178
C 6.45965 -2.53016 -4.17266
O 4.01892 -0.78491 -3.76684
C 3.12190 0.25593 -3.69561
H 3.11782 -2.80319 -2.42550
H 2.28527 -2.21713 -1.02731
H 3.63004 -3.38241 -0.91181
H 7.15025 -1.68712 -4.19356
H 5.87626 -2.43726 -5.08870
H 6.97934 -3.48688 -4.22465
H 2.45428 0.21244 -2.83510
H 2.45266 0.24462 -4.55589
H 3.50728 1.27553 -3.69319
C -2.45614 5.13256 -1.44929
O -2.19632 6.46196 -1.62026
P -2.27554 7.38670 -0.30955
O -1.39752 6.92864 0.82522
O -1.89610 8.91882 -0.76983
C -2.70746 9.56915 -1.74947
O -3.84497 7.53989 0.06856
C -4.33860 8.51691 0.95932
H -1.70169 4.56914 -1.99835
H -3.40495 4.92665 -1.94470
H -2.52038 4.84972 -0.39859
H -2.05374 9.93712 -2.54025
H -3.15162 10.39623 -1.19562
H -3.53998 8.99175 -2.15148
H -5.08686 9.21636 0.58652
H -3.58683 9.11651 1.47257
H -4.82262 7.97362 1.77090
C 5.54090 -4.86647 1.72459
O 4.38006 -4.36656 1.10244
P 3.26695 -3.62994 2.04672
O 2.10205 -3.09019 1.29907
O 2.92638 -4.70135 3.16864
C 1.65850 -5.32350 3.28624
O 4.07067 -2.46016 2.89530
C 4.75160 -1.43850 2.18277
H 5.55035 -5.89410 1.36123
H 5.40486 -4.86199 2.80605
H 6.51241 -4.41943 1.51381
H 1.41343 -5.25736 4.34627
H 1.72426 -6.35008 2.92583
H 0.92342 -4.82695 2.65283
H 5.78780 -1.76954 2.25208
H 4.66562 -0.47178 2.67890
H 4.45303 -1.28052 1.14643
C 4.37425 2.81234 1.45760
C 4.97672 2.01122 0.30686
O 6.28353 1.70936 0.84714
C 6.51023 2.42618 2.00810
O 7.58110 2.42106 2.64350
O 5.44762 3.06029 2.39105
F 5.24260 2.65453 -0.84367
H 3.59988 2.16708 1.87242
H 4.10811 3.77135 1.01310
H 4.39706 1.14140 -0.00218
C 0.34293 1.65265 -5.83572
C -0.78428 1.86839 -6.79409
O -1.89594 1.27693 -6.06134
C -1.55429 1.26459 -4.72267
O -2.24392 0.76073 -3.84889
O -0.31086 1.69204 -4.58309
F -0.68482 1.29603 -7.97239
H 1.24564 2.23999 -6.00374
H 0.67306 0.63814 -6.05908
H -1.00221 2.91761 -6.99350
C 2.57022 -0.92485 5.61071
C 1.87188 0.29878 4.99624
O 0.59329 -0.27960 4.64537
C 0.85502 -1.54763 4.39818
O 0.06396 -2.28061 3.80226
O 1.99991 -1.96121 4.88414
F 2.44088 0.71969 3.95563
H 2.33966 -1.00581 6.67297
H 3.65857 -0.96452 5.56565
H 1.79711 1.10852 5.72208
C 2.65039 4.23496 -2.13233
C 2.36681 5.75583 -2.08943
O 1.76617 5.96730 -3.34178
C 1.73243 4.83004 -4.07986
O 1.28906 4.77657 -5.24974
O 2.36320 3.80852 -3.40857
F 3.50493 6.43978 -2.07571
H 2.01204 3.74482 -1.39722
H 3.71601 4.05947 -1.98481
H 1.87459 6.08299 -1.17358
C 2.09167 -2.74571 -6.08498
C 2.14243 -3.99029 -5.27459
O 0.99157 -3.73150 -4.48906
C 0.55430 -2.43682 -4.56172
O -0.40471 -2.06514 -3.97339
O 1.27524 -1.78204 -5.42841
F 3.26263 -4.06710 -4.51347
H 1.58943 -2.97943 -7.02372
H 3.12534 -2.44139 -6.24931
H 2.00080 -4.88850 -5.87563
```

Computed properties:
charge: -1
LUMO energy: 1.4458 eV
max |F|: 0.118 Eh/bohr
Kohn-Sham gap: 0.11816 Ha

=====

Formula: C53H47N3O3S4Zr
Source: the Open Molecules 2025 dataset
Level of theory: ωB97M-V/def2-TZVPD

Structure (XYZ):
```
111
C53H47N3O3S4Zr (ωB97M-V/def2-TZVPD)
Zr 0.03913 -0.21568 -0.07007
C -4.07424 -2.59484 1.05907
C -3.05379 -1.55927 0.65169
N -1.79458 -1.83961 0.66383
N -1.59466 -3.16071 1.07091
C -0.39769 -3.44726 1.46999
S 0.99162 -2.50012 1.50640
S -0.16641 -5.15863 1.99258
C -1.42279 -6.03079 1.00995
C -0.89141 -6.49036 -0.32100
C -0.54004 -5.56339 -1.30309
C 0.00961 -5.98509 -2.50078
C 0.20542 -7.33815 -2.74707
C -0.14330 -8.26813 -1.77899
C -0.68267 -7.84221 -0.57315
C -3.56860 -0.25397 0.20114
C -4.78152 0.23229 0.70642
C -5.37757 1.37912 0.22017
C -4.77614 2.04555 -0.84676
C -3.57326 1.60745 -1.35232
C -2.90182 0.49682 -0.79444
O -1.69069 0.20652 -1.19299
H -3.91778 -3.50114 0.47132
H -5.08888 -2.24296 0.90162
H -3.93228 -2.88720 2.10174
H -2.24806 -5.32968 0.89193
H -1.77353 -6.88774 1.58885
H -0.64683 -4.50412 -1.10900
H 0.30804 -5.23932 -3.22571
H 0.64436 -7.66331 -3.68262
H 0.01658 -9.32586 -1.95601
H -0.93770 -8.56974 0.19089
H -5.26055 -0.29761 1.52049
H -6.30246 1.74004 0.65362
H -5.24401 2.92824 -1.26968
H -3.08276 2.13981 -2.15376
O 0.91286 1.23999 -1.16570
C 0.96575 2.18302 -2.16223
C -0.28513 3.09250 -2.09924
C -0.41480 3.69879 -0.74081
C 0.06857 4.97064 -0.43968
C -0.00468 5.41535 0.86845
C -0.55770 4.58896 1.83230
C -1.03558 3.34200 1.44270
C -1.63726 2.37533 2.40985
C -0.65320 1.26749 2.86217
O -0.20824 0.54037 1.77409
C 0.52767 1.93199 3.57007
C 0.32734 2.62824 4.76041
C 1.36865 3.30526 5.37301
C 2.63517 3.28944 4.80296
C 2.84377 2.58164 3.62956
C 1.79806 1.90423 3.01511
C -1.36176 0.29364 3.81467
C -2.61376 0.51482 4.37442
C -3.21586 -0.45126 5.17438
C -2.57316 -1.65250 5.42166
C -1.32022 -1.87905 4.86715
C -0.72008 -0.91279 4.08146
N -0.96572 2.91889 0.18332
C 2.18149 3.09725 -1.96628
C 2.45378 4.11850 -2.87618
C 3.49087 5.00914 -2.65872
C 4.28170 4.88627 -1.52135
C 4.03228 3.85585 -0.62933
C 2.99056 2.96283 -0.84883
C 1.06497 1.43457 -3.49688
C 2.31335 1.08023 -4.00011
C 2.43090 0.32821 -5.15777
C 1.29503 -0.09199 -5.83332
C 0.04670 0.22779 -5.32492
C -0.06611 0.97595 -4.16278
H -1.15583 2.46974 -2.27269
H -0.23464 3.86668 -2.86869
H 0.52494 5.56920 -1.21734
H 0.38205 6.39107 1.13814
H -0.60883 4.88404 2.87249
H -2.49024 1.88901 1.92781
H -1.99533 2.92229 3.28735
H -0.65579 2.62969 5.21793
H 1.19460 3.84109 6.30003
H 3.45382 3.81953 5.27604
H 3.82697 2.54451 3.17902
H 1.97687 1.35201 2.09985
H -3.16257 1.42640 4.17195
H -4.20221 -0.26423 5.58365
H -3.04842 -2.41454 6.02678
H -0.81505 -2.82449 5.01712
H 0.23066 -1.11906 3.61092
H 1.85061 4.20831 -3.77351
H 3.68865 5.79659 -3.37798
H 5.09346 5.58200 -1.34281
H 4.65551 3.73238 0.24843
H 2.81072 2.12659 -0.18275
H 3.20672 1.37346 -3.46297
H 3.41484 0.05036 -5.51573
H 1.38475 -0.69392 -6.72997
H -0.84978 -0.13971 -5.80811
H -1.04935 1.14475 -3.74520
C 4.66159 -1.45647 -1.72050
C 3.19641 -1.37173 -1.34726
S 2.90237 -0.52588 0.16825
C 2.28361 -1.96196 -2.14018
C 2.70315 -2.73760 -3.36581
S 0.52417 -1.99099 -1.90159
H 5.27396 -1.00075 -0.94520
H 4.87395 -0.93495 -2.66061
H 4.99019 -2.49269 -1.84662
H 3.57242 -2.29977 -3.86367
H 1.88902 -2.76673 -4.09069
H 2.95710 -3.77480 -3.11463
```

Computed properties:
charge: -2
LUMO energy: 4.2575 eV
max |F|: 0.027 Eh/bohr
relative energy (zero: lowest compared OMol25 entry of this formula, charge and spin): 0.00 kcal per mole
Kohn-Sham gap: 0.17940 Ha

=====

Calculated HOMO level in order - -8.78 -1.77 -0.62 eV